No. 1
{
  "formula": "C2H14O5",
  "method": "ωB97M-V/def2-TZVPD",
  "smiles": "C=C.O.O.O.O.O",
  "homo_lumo_gap_ev": 10.52,
  "homo_energy_ev": -10.2,
  "molar_mass_g_mol": 118.13,
  "lumo_energy_ev": 0.36,
  "e_above_lowest_kj_mol": 281.5,
  "symbols": ["H", "O", "H", "H", "H", "H", "O", "C", "H", "H", "O", "H", "H", "O", "O", "H", "H", "C", "H", "H", "H"],
  "xyz": [[-3.43, 0.94, -0.71], [-2.59, -4.20, 1.84], [-0.54, -1.10, 3.32], [4.58, -1.89, -0.55], [1.22, 4.46, -2.93], [2.37, 3.12, -0.42], [-0.38, -2.03, 3.60], [2.29, 3.45, -1.46], [-2.96, -0.16, 0.07], [0.39, 4.58, -1.35], [4.07, -1.21, -0.86], [-2.95, -4.84, 2.30], [-0.95, -2.50, 3.06], [-3.83, 0.28, -0.16], [-1.25, -0.51, -0.40], [-0.52, -0.03, -0.87], [3.03, 3.21, -2.11], [1.27, 4.24, -1.95], [4.80, -0.68, -1.34], [-1.27, -1.36, -0.69], [-3.34, -3.75, 1.61]],
  "lowdin_charge": [0.004, 0.069, 0.057, -0.035, -0.007, 0.047, -0.040, -0.048, 0.010, 0.060, -0.054, -0.038, -0.043, -0.097, -0.016, 0.093, 0.000, -0.050, 0.089, 0.006, -0.006]
}

=====

No. 2
{
  "formula": "C2H14O5",
  "method": "ωB97M-V/def2-TZVPD",
  "s2": 0.752,
  "spin_multiplicity": 2,
  "homo_lumo_gap_ev": [8.50, 4.40],
  "homo_energy_ev": [-14.2, -14.2],
  "molar_mass_g_mol": 118.13,
  "charge": 1,
  "lumo_energy_ev": [-5.69, -9.78],
  "e_above_lowest_kj_mol": 148.3,
  "symbols": ["H", "H", "H", "H", "H", "O", "C", "O", "O", "O", "H", "H", "H", "H", "H", "H", "H", "H", "C", "O", "H"],
  "xyz": [[2.36, -1.27, 1.42], [2.00, -0.24, 0.38], [-2.54, -2.77, -1.66], [-0.58, 2.01, 3.50], [2.88, 1.18, -0.95], [0.18, -0.60, -2.16], [-0.17, 1.75, 2.53], [1.95, 1.17, -1.19], [-1.92, -2.61, -0.95], [-2.20, 0.23, -1.14], [-0.98, -0.24, 2.56], [-0.07, 0.19, 1.04], [1.11, -0.80, -2.13], [1.42, 1.76, -0.66], [-1.84, -0.45, -1.71], [-2.93, -0.23, -0.71], [0.42, 2.52, 2.05], [-1.17, -2.15, -1.34], [-0.44, 0.51, 2.00], [2.48, -0.32, 1.21], [0.06, 0.36, -2.10]],
  "mulliken_spin": [-0.002, 0.002, 0.000, 0.030, 0.000, 0.000, 0.421, 0.000, 0.000, 0.010, 0.033, 0.130, 0.000, 0.000, 0.000, 0.000, 0.036, 0.000, 0.289, 0.051, 0.000]
}

=====

No. 3
{
  "formula": "C2H15N2O3",
  "method": "ωB97M-V/def2-TZVPD",
  "homo_lumo_gap_ev": 10.06,
  "homo_energy_ev": -13.2,
  "molar_mass_g_mol": 115.15,
  "charge": 1,
  "lumo_energy_ev": -3.13,
  "e_above_lowest_kj_mol": 198.1,
  "symbols": ["H", "H", "H", "C", "H", "H", "H", "O", "H", "N", "H", "H", "C", "H", "H", "H", "H", "H", "O", "N", "O", "H"],
  "xyz": [[-1.28, -0.48, 0.42], [1.74, -0.04, -1.62], [1.74, 0.67, -3.12], [0.11, 1.19, -0.31], [0.68, -3.03, 0.23], [-0.43, -3.43, 1.06], [-0.70, 1.85, 0.31], [0.08, -2.72, 0.82], [0.89, 1.05, 0.34], [-0.82, -0.05, -0.47], [-2.71, 1.28, 2.46], [1.71, 2.34, -1.28], [0.86, 1.67, -1.61], [2.02, -0.29, 2.12], [-3.16, -0.03, 1.76], [-0.22, -0.90, -0.72], [-1.45, -0.09, -1.24], [0.18, 2.24, -2.39], [1.48, -0.53, 1.40], [1.25, 0.49, -2.30], [-2.66, 0.74, 1.66], [0.90, -1.27, 1.54]],
  "lowdin_charge": [0.160, 0.063, 0.067, -0.123, 0.021, 0.042, 0.169, 0.051, 0.037, 0.147, 0.080, 0.130, -0.264, 0.048, 0.012, 0.135, 0.144, 0.151, -0.029, -0.002, -0.027, -0.011]
}

=====

No. 4
{
  "formula": "C2H15N2O4",
  "method": "ωB97M-V/def2-TZVPD",
  "homo_lumo_gap_ev": 11.34,
  "homo_energy_ev": -14.0,
  "molar_mass_g_mol": 131.15,
  "charge": 1,
  "lumo_energy_ev": -2.67,
  "e_above_lowest_kj_mol": 44.9,
  "symbols": ["N", "O", "H", "H", "C", "H", "O", "H", "H", "H", "H", "H", "C", "H", "N", "H", "H", "H", "H", "H", "O", "O", "H"],
  "xyz": [[0.96, 0.51, -0.47], [0.77, 0.43, 2.93], [0.83, 4.77, 1.98], [-1.18, -2.94, 0.72], [-1.56, -1.96, 0.44], [1.00, -1.57, -3.29], [0.45, 4.38, 2.81], [-0.67, -1.30, -1.37], [-2.52, -2.14, -0.04], [0.04, 0.05, 1.25], [1.08, 0.04, 3.74], [1.21, 0.40, -1.44], [0.11, -0.26, 0.20], [-0.45, 4.76, 2.73], [-0.67, -1.14, -0.35], [-1.68, -1.71, -3.73], [-2.38, -0.73, -2.82], [2.10, -1.88, -2.37], [-1.88, -1.38, 1.32], [1.53, 1.18, 0.01], [1.52, -1.16, -2.61], [-1.59, -1.27, -2.87], [0.03, 0.96, 3.23]],
  "lowdin_charge": [0.184, -0.046, 0.053, 0.097, -0.043, 0.041, -0.089, 0.095, 0.093, 0.115, 0.058, 0.094, -0.146, 0.042, 0.011, 0.079, 0.073, 0.069, 0.097, 0.124, -0.029, -0.033, 0.061]
}

=====

No. 5
{
  "formula": "C2H15NO4",
  "method": "ωB97M-V/def2-TZVPD",
  "smiles": "CCN.O.O.O.O",
  "homo_lumo_gap_ev": 10.20,
  "homo_energy_ev": -9.9,
  "molar_mass_g_mol": 117.14,
  "lumo_energy_ev": 0.29,
  "e_above_lowest_kj_mol": 102.3,
  "symbols": ["H", "H", "H", "N", "H", "H", "O", "H", "H", "H", "O", "H", "H", "H", "O", "H", "C", "H", "H", "C", "O", "H"],
  "xyz": [[-1.05, -2.92, -1.85], [0.48, -0.61, -0.24], [-1.46, -0.74, -2.42], [-0.44, -0.33, -0.57], [0.35, -2.57, -3.03], [0.90, -0.87, 5.03], [2.22, 1.13, -1.61], [1.41, 1.49, -1.22], [0.25, -0.25, -2.53], [0.59, -2.73, -1.26], [-0.03, -0.65, 4.92], [1.02, 1.45, 1.79], [2.83, 1.86, -1.42], [0.01, 0.08, 4.28], [-1.97, 2.26, -0.24], [-1.03, -0.71, 0.19], [-0.10, -2.38, -2.02], [-2.73, 1.66, -0.33], [0.17, 2.53, 2.45], [-0.50, -0.85, -1.96], [0.44, 1.61, 2.54], [-1.35, 1.56, -0.49]],
  "lowdin_charge": [0.068, 0.058, 0.091, -0.041, 0.078, 0.033, -0.067, 0.018, 0.098, 0.056, -0.069, 0.030, 0.042, -0.003, -0.101, 0.092, -0.102, 0.037, 0.048, -0.295, -0.048, -0.024]
}

=====

No. 6
{
  "formula": "C2H15NO5",
  "method": "ωB97M-V/def2-TZVPD",
  "homo_lumo_gap_ev": 3.99,
  "homo_energy_ev": -9.7,
  "molar_mass_g_mol": 133.14,
  "lumo_energy_ev": -5.67,
  "e_above_lowest_kj_mol": 791.4,
  "symbols": ["H", "H", "O", "H", "H", "H", "H", "C", "H", "O", "H", "C", "O", "O", "H", "H", "H", "H", "H", "H", "O", "N", "H"],
  "xyz": [[-0.76, -1.45, -0.31], [2.63, -1.02, 0.78], [-0.73, 2.25, 0.64], [0.17, 2.26, -0.60], [-1.91, -0.01, -0.64], [-1.92, 1.28, 0.15], [1.22, -1.97, 0.97], [1.85, -1.51, 0.20], [-1.19, 3.08, 0.56], [0.72, 2.11, -1.43], [1.01, 0.42, -0.07], [1.10, -0.51, -0.67], [-1.16, -2.12, 0.87], [-0.03, 0.09, 2.18], [-0.29, -1.31, -1.98], [-0.13, 0.94, 1.75], [0.94, 3.03, -1.67], [-2.08, -2.38, 0.80], [1.65, -0.18, -1.55], [-0.69, -0.47, 1.77], [-2.53, 0.64, -0.28], [-0.22, -0.88, -1.06], [2.35, -2.28, -0.40]],
  "lowdin_charge": [0.004, 0.092, -0.255, -0.034, -0.025, -0.030, 0.064, -0.037, 0.004, -0.080, 0.126, -0.246, -0.146, -0.044, 0.147, -0.018, 0.051, 0.030, 0.122, -0.011, -0.020, 0.220, 0.086]
}

=====

No. 7
{
  "formula": "C2H15O5S",
  "method": "ωB97M-V/def2-TZVPD",
  "homo_lumo_gap_ev": 7.33,
  "homo_energy_ev": -3.9,
  "molar_mass_g_mol": 151.20,
  "charge": -1,
  "lumo_energy_ev": 3.42,
  "e_above_lowest_kj_mol": 312.6,
  "symbols": ["H", "S", "H", "H", "H", "H", "H", "C", "H", "C", "H", "O", "O", "H", "O", "O", "H", "H", "O", "H", "H", "H", "H"],
  "xyz": [[-3.44, 1.98, -0.16], [0.36, -0.09, 0.07], [1.13, -1.89, 3.03], [0.51, 2.70, 0.71], [-2.02, -0.57, -2.84], [-1.52, -2.33, -2.43], [2.47, 2.48, 0.02], [0.12, -0.76, -1.83], [0.78, -1.50, -2.11], [-1.40, -1.26, -2.07], [0.02, 2.57, -0.72], [-3.42, 1.47, -0.85], [2.01, -1.53, 2.92], [0.23, 0.30, -2.33], [2.94, 1.56, 0.02], [-0.11, 2.96, 0.09], [-0.12, -3.31, 1.11], [2.15, 0.93, 0.31], [-0.82, -2.69, 1.11], [2.07, -0.68, 2.76], [-2.52, 1.35, -1.08], [-0.49, -1.72, 0.96], [-2.05, -0.95, -1.24]],
  "lowdin_charge": [-0.061, 0.414, 0.024, -0.042, 0.079, 0.058, 0.030, -0.486, -0.007, -0.208, -0.054, 0.023, -0.011, 0.050, -0.242, -0.061, -0.024, -0.115, -0.183, -0.075, -0.002, -0.122, 0.015]
}

=====

No. 8
{
  "formula": "C2H15O6",
  "method": "ωB97M-V/def2-TZVPD",
  "homo_lumo_gap_ev": 9.29,
  "homo_energy_ev": -5.7,
  "molar_mass_g_mol": 135.14,
  "charge": -1,
  "lumo_energy_ev": 3.61,
  "e_above_lowest_kj_mol": 72.0,
  "symbols": ["H", "H", "H", "H", "O", "C", "O", "O", "H", "H", "H", "H", "C", "H", "H", "H", "O", "H", "O", "O", "H", "H", "H"],
  "xyz": [[-2.91, 1.02, -0.92], [-1.30, -0.70, -0.70], [1.16, 0.50, -2.42], [-1.76, 1.02, -1.85], [2.26, -1.47, -0.55], [0.75, -0.20, 3.29], [0.07, 0.24, -1.01], [-0.40, 0.90, 1.39], [0.94, -1.19, 3.71], [2.65, -0.89, 0.12], [-0.05, -1.07, 1.47], [0.47, 0.56, 4.03], [-0.28, -0.27, 2.18], [-2.19, -1.06, 0.53], [2.46, -0.38, -2.45], [-1.27, -0.41, 2.63], [2.04, 0.39, -2.85], [1.34, -1.14, -0.58], [-2.14, -1.17, -0.42], [-2.33, 1.65, -1.38], [-0.07, 0.61, 0.44], [-0.19, 1.15, -1.18], [1.73, 0.10, 2.88]],
  "lowdin_charge": [0.023, -0.015, -0.016, 0.006, -0.086, -0.106, -0.372, -0.159, 0.066, 0.034, 0.097, 0.067, -0.376, 0.001, -0.011, 0.101, -0.126, 0.005, -0.114, -0.082, 0.010, -0.014, 0.066]
}

=====

No. 9
{
  "formula": "C2H16ClMgO6",
  "method": "ωB97M-V/def2-TZVPD",
  "homo_lumo_gap_ev": 4.74,
  "homo_energy_ev": -13.4,
  "molar_mass_g_mol": 195.90,
  "charge": 1,
  "lumo_energy_ev": -8.69,
  "e_above_lowest_kj_mol": 705.6,
  "symbols": ["H", "Mg", "H", "C", "O", "O", "C", "O", "H", "H", "H", "H", "H", "O", "O", "H", "H", "H", "H", "H", "H", "O", "H", "Cl", "H", "H"],
  "xyz": [[-1.74, 0.59, -3.06], [0.13, -1.76, 2.25], [0.89, -2.81, -1.31], [-2.24, 0.18, -0.91], [-0.90, 0.07, -0.71], [1.37, -2.14, -0.83], [-2.36, -0.03, -2.42], [-1.46, 1.69, 1.51], [0.77, -1.88, -0.13], [-2.74, -0.55, -0.28], [1.43, 1.28, 0.44], [2.17, -0.69, 0.20], [-0.65, 1.20, 1.37], [3.10, -0.74, -0.02], [1.49, 2.19, 0.14], [-2.40, -1.10, -2.63], [-3.38, 0.29, -2.61], [0.79, 2.27, -0.51], [-2.61, 1.09, -0.45], [-0.70, -0.36, 0.13], [2.81, 0.25, 3.50], [2.80, 0.30, 2.54], [-2.16, 1.07, 1.27], [0.55, -0.21, 1.12], [1.89, 0.12, 2.30], [3.16, -0.32, -0.88]],
  "lowdin_charge": [0.094, 1.242, 0.075, -0.345, -0.201, -0.044, -0.044, -0.055, -0.095, 0.117, -0.114, -0.121, -0.109, -0.073, -0.038, 0.081, 0.076, 0.047, 0.107, -0.162, 0.050, -0.056, 0.009, 0.654, -0.158, 0.065]
}

=====

No. 10
{
  "formula": "C2H16O5S",
  "method": "ωB97M-V/def2-TZVPD",
  "smiles": "CSC.O.O.O.O.O",
  "homo_lumo_gap_ev": 9.33,
  "homo_energy_ev": -8.9,
  "molar_mass_g_mol": 152.21,
  "lumo_energy_ev": 0.39,
  "e_above_lowest_kj_mol": 258.4,
  "symbols": ["S", "H", "H", "O", "O", "H", "H", "C", "C", "H", "H", "H", "O", "H", "H", "H", "H", "O", "H", "H", "H", "O", "H", "H"],
  "xyz": [[0.05, 1.53, 1.59], [-2.96, 1.23, -0.51], [1.77, 0.28, 2.42], [-0.35, -3.29, -0.82], [-2.55, -1.52, 1.98], [0.15, -0.56, 2.77], [1.75, 2.91, 0.22], [0.74, -0.01, 2.11], [1.52, 1.83, 0.37], [1.32, 1.33, -0.58], [2.51, -0.50, -2.81], [2.58, 1.38, 0.78], [-0.82, 0.17, -1.81], [0.78, -0.80, 1.18], [2.52, -0.57, -1.34], [-1.16, -3.50, -1.27], [-0.04, -2.32, -0.98], [-2.44, 1.83, -0.97], [-1.04, 0.91, -1.25], [-1.66, -1.04, 2.01], [-2.28, -2.28, 1.65], [2.03, -0.27, -2.09], [-0.15, 0.69, -2.33], [-2.26, 2.54, -0.36]],
  "lowdin_charge": [0.715, 0.021, 0.032, -0.099, -0.018, -0.015, 0.032, -0.497, -0.350, -0.024, -0.009, 0.091, -0.102, 0.098, 0.040, 0.010, 0.065, -0.018, -0.051, 0.041, -0.054, 0.003, 0.043, 0.047]
}

=====

No. 11
{
  "formula": "C2H16O6",
  "method": "ωB97M-V/def2-TZVPD",
  "smiles": "CCO.O.O.O.O.O",
  "homo_lumo_gap_ev": 10.22,
  "homo_energy_ev": -10.2,
  "molar_mass_g_mol": 136.14,
  "lumo_energy_ev": 0.03,
  "e_above_lowest_kj_mol": 246.8,
  "symbols": ["O", "H", "O", "H", "H", "O", "H", "C", "H", "H", "H", "H", "O", "H", "H", "H", "H", "H", "H", "O", "H", "C", "H", "O"],
  "xyz": [[2.80, 1.90, 1.73], [-0.85, 1.33, 1.41], [-2.91, 1.47, -0.63], [-2.04, -2.81, 0.90], [-1.67, -0.45, -1.79], [-1.45, 0.63, 1.85], [-0.14, -0.78, -1.81], [2.78, 0.34, 0.04], [3.04, 0.15, -0.95], [-3.40, 0.72, -0.61], [2.97, 2.66, -0.11], [-2.18, 0.45, 1.27], [-0.84, -0.09, -1.47], [3.76, -0.07, 0.70], [1.92, -0.21, 0.30], [2.07, 1.39, 2.18], [-0.83, -3.37, -1.45], [0.42, -2.77, -1.09], [-2.02, 1.19, -0.91], [-0.02, -3.11, -1.81], [1.38, 2.12, 0.14], [2.41, 1.82, 0.30], [-1.68, -1.36, 0.54], [-1.57, -2.20, 0.23]],
  "lowdin_charge": [-0.147, 0.084, -0.016, 0.117, 0.041, -0.081, 0.105, -0.087, 0.027, -0.026, 0.107, -0.012, -0.102, 0.156, 0.033, 0.095, -0.008, -0.019, 0.012, -0.002, 0.088, -0.263, -0.062, -0.040]
}